# 1
{"formula": "C13H29BO10PS2", "method": "wB97M-V/def2-TZVPD", "elements": ["C", "C", "O", "C", "P", "C", "C", "O", "O", "O", "B", "O", "O", "H", "H", "H", "H", "H", "H", "H", "H", "H", "H", "H", "H", "H", "C", "C", "C", "S", "O", "O", "C", "H", "H", "H", "H", "H", "H", "H", "H", "C", "C", "C", "S", "O", "O", "C", "H", "H", "H", "H", "H", "H", "H", "H"], "coordinates": [[5.63094, -1.63904, -1.24700], [4.56963, -0.49819, -1.64146], [4.88742, 0.23197, -2.84013], [3.12961, -1.19518, -1.79138], [1.91812, -0.15561, -0.74468], [0.36535, -1.19541, -0.56649], [-0.51594, -1.23769, -1.91921], [-0.13770, -1.83539, -2.93214], [-1.72416, -0.48969, -1.83684], [1.71463, 1.29468, -1.59051], [0.54465, 2.03659, -1.16583], [0.13012, 2.25638, 0.18545], [-0.24610, 2.64350, -2.21019], [6.38096, -1.72364, -2.09696], [5.14597, -2.62920, -0.96591], [6.18320, -1.26623, -0.31671], [4.53292, 0.26126, -0.78394], [5.31604, 1.07781, -2.57874], [2.74722, -1.16599, -2.87197], [3.06550, -2.25900, -1.39789], [2.53025, 0.00617, 0.55117], [0.71473, -2.28350, -0.41425], [-0.26963, -0.95275, 0.35592], [-2.05140, -0.44055, -2.76632], [0.66124, 2.97869, 0.58979], [0.43193, 3.03097, -2.81785], [-5.14996, -0.57168, -2.66855], [-4.62799, -1.61989, -1.68223], [-5.78307, -1.98601, -0.74791], [-7.28684, -1.71570, -1.68110], [-8.02058, -0.63502, -1.06701], [-7.89732, -2.98949, -1.97953], [-6.49468, -1.09557, -3.15560], [-4.45682, -0.41411, -3.49871], [-5.28459, 0.38499, -2.15366], [-4.30392, -2.50911, -2.23335], [-3.76902, -1.25262, -1.11994], [-5.73398, -3.02960, -0.43655], [-5.80912, -1.33744, 0.12912], [-7.11465, -0.32670, -3.61521], [-6.36491, -1.93466, -3.84236], [2.21367, 2.48858, 5.43276], [1.26750, 2.67899, 4.24570], [1.88419, 1.95345, 3.04769], [2.86969, 0.61950, 3.72251], [4.25871, 0.87765, 3.42185], [2.23589, -0.64470, 3.41149], [2.57783, 1.00968, 5.43844], [1.74952, 2.79043, 6.37304], [3.11325, 3.09533, 5.28919], [0.29364, 2.23878, 4.48141], [1.10391, 3.73588, 4.02500], [1.11861, 1.53997, 2.38985], [2.54788, 2.61002, 2.48065], [3.46825, 0.78862, 6.02604], [1.73941, 0.39948, 5.78108]], "forces_ev_per_a": [[0.4, 1.0, 0.4], [0.0, -0.7, 0.8], [0.0, 0.0, 1.1], [-0.7, 1.3, 0.0], [0.6, -0.7, -2.2], [-1.3, -0.6, 0.1], [0.0, 0.0, -1.6], [-1.1, 1.9, 3.2], [3.0, -1.4, -0.6], [-1.1, -2.2, 2.7], [-2.1, 2.2, -0.9], [1.6, -0.5, -1.7], [3.0, -0.7, 1.8], [-1.0, -0.2, 1.1], [0.7, 1.3, -0.6], [-0.6, -0.7, -1.3], [0.0, -1.0, -0.9], [-0.4, -0.9, -0.3], [0.5, 0.0, 1.5], [0.2, 1.4, -0.4], [-0.6, 0.2, -0.7], [-0.2, 1.7, -0.3], [0.9, 0.1, -1.4], [0.1, -0.1, 0.7], [-0.6, -0.6, -0.2], [-1.1, -0.6, -0.1], [0.1, 0.1, 0.1], [0.1, -0.1, 0.0], [0.5, -0.1, 0.3], [-0.4, -0.2, -0.1], [0.1, -0.3, -0.1], [0.0, 0.4, 0.2], [0.3, 0.2, -0.4], [-0.1, 0.0, 0.0], [0.0, 0.0, -0.1], [0.0, 0.0, 0.0], [-0.2, -0.1, 0.0], [-0.2, 0.1, 0.0], [-0.1, 0.0, -0.1], [-0.1, -0.1, 0.1], [-0.1, 0.0, 0.1], [0.1, 0.2, 0.0], [-0.2, 0.1, 0.1], [-0.4, 0.4, -0.3], [0.0, 0.0, 0.7], [-0.3, -0.3, -0.3], [0.3, 0.1, -0.5], [-0.1, 0.1, 0.4], [0.1, 0.0, -0.1], [0.0, -0.1, 0.1], [0.1, 0.0, 0.0], [0.0, -0.1, 0.0], [0.1, -0.1, 0.1], [0.1, -0.1, 0.1], [0.0, -0.1, -0.2], [0.1, 0.0, -0.1]], "homo_ev": -12.09, "gap_ev": 8.446, "largest_force_ev_per_a": 3.9, "charge": 1, "e_tot_ha": -2427.5530}

# 2
{"formula": "C13H29ClNO4S", "method": "wB97M-V/def2-TZVPD", "elements": ["C", "C", "C", "Cl", "S", "C", "C", "N", "H", "H", "H", "H", "H", "H", "H", "H", "H", "H", "H", "H", "H", "O", "C", "O", "C", "C", "C", "H", "H", "H", "H", "H", "H", "H", "H", "O", "C", "O", "C", "C", "C", "H", "H", "H", "H", "H", "H", "H", "H"], "coordinates": [[-0.65728, 1.20420, -4.12879], [-0.09663, 0.17343, -3.14056], [1.15930, -0.54925, -3.57149], [0.92399, -1.61487, -4.96973], [2.39181, 0.68842, -4.08524], [3.39901, 1.00664, -2.63511], [4.40399, 2.11174, -2.96754], [3.83681, 3.45257, -2.95047], [-1.70537, 1.00786, -4.33421], [-0.60305, 2.20634, -3.70697], [-0.12653, 1.21494, -5.07948], [-0.83822, -0.60624, -2.96271], [0.10549, 0.62119, -2.16296], [1.56973, -1.16579, -2.77581], [3.22227, -0.09861, -4.78022], [3.87060, 0.08539, -2.29779], [2.71256, 1.33459, -1.84971], [5.22007, 2.02618, -2.24999], [4.83056, 1.91750, -3.95521], [3.79304, 3.85270, -3.87563], [2.89365, 3.47919, -2.58451], [0.02831, 3.15322, -0.55930], [0.22096, 2.65784, 0.51956], [0.83722, 1.45629, 0.55308], [1.29052, 0.84513, 1.77703], [0.19645, 0.08628, 2.49287], [-0.25346, 3.29837, 1.79823], [1.75386, 1.59381, 2.41930], [2.08117, 0.16670, 1.46042], [-0.60896, 0.74780, 2.81040], [0.58765, -0.41393, 3.37812], [-0.23467, -0.66762, 1.83231], [-1.29150, 3.00773, 1.95917], [-0.21708, 4.37596, 1.66717], [0.32343, 3.03074, 2.67850], [-1.12081, -2.20612, 4.78452], [-1.93915, -2.60566, 4.00333], [-3.23174, -2.29051, 4.19883], [-4.26217, -2.58500, 3.24815], [-4.80506, -3.98848, 3.40825], [-1.55683, -3.50828, 2.84896], [-3.91158, -2.39202, 2.23288], [-5.03833, -1.85303, 3.46232], [-4.04249, -4.74229, 3.21181], [-5.63233, -4.15197, 2.71759], [-5.16742, -4.13484, 4.42489], [-1.53547, -4.53520, 3.21223], [-0.55321, -3.23772, 2.53183], [-2.22312, -3.45532, 1.99172]], "forces_ev_per_a": [[0.0, 0.2, 0.2], [-0.3, 0.0, 0.2], [-0.2, -0.4, -0.1], [-0.1, 0.1, -0.1], [-0.1, 0.4, -0.2], [0.2, 0.1, 0.5], [-0.1, 0.2, -0.2], [-0.2, -0.3, -0.2], [0.0, 0.0, -0.1], [0.1, 0.0, 0.0], [0.0, -0.1, -0.1], [0.1, -0.1, 0.1], [0.0, 0.1, 0.0], [0.2, 0.1, 0.0], [0.1, -0.2, 0.1], [0.0, -0.1, -0.2], [-0.1, 0.0, 0.0], [0.0, 0.0, 0.1], [0.2, 0.0, 0.1], [0.1, 0.1, 0.0], [0.0, 0.1, 0.3], [0.1, -0.1, -0.2], [-0.1, 0.0, 0.1], [0.2, -0.1, -0.1], [0.0, -0.1, 0.2], [-0.1, 0.0, -0.1], [0.2, 0.1, 0.0], [0.0, 0.0, 0.0], [0.0, 0.0, 0.0], [0.0, 0.0, 0.1], [0.0, 0.0, 0.0], [0.0, 0.0, 0.0], [0.0, 0.0, 0.0], [-0.1, 0.0, -0.1], [0.0, -0.1, 0.0], [0.1, 0.1, 0.0], [0.0, -0.2, -0.1], [0.0, 0.2, 0.0], [-0.1, -0.1, 0.0], [0.1, 0.0, 0.1], [0.0, 0.2, -0.1], [0.0, 0.0, 0.0], [0.0, 0.0, 0.0], [0.0, 0.0, 0.0], [0.0, 0.0, 0.0], [0.0, 0.0, 0.0], [0.0, 0.0, 0.0], [0.0, 0.0, 0.1], [0.0, -0.1, 0.0]], "homo_ev": -12.10, "gap_ev": 8.846, "largest_force_ev_per_a": 0.5, "charge": 1, "e_tot_ha": -1726.5590}

# 3
{"formula": "C13H29CoN6O3", "method": "wB97M-V/def2-TZVPD", "elements": ["Co", "C", "O", "C", "O", "N", "N", "H", "H", "H", "H", "H", "H", "C", "N", "C", "C", "N", "H", "H", "H", "H", "H", "H", "C", "C", "O", "H", "H", "H", "C", "C", "N", "C", "C", "C", "C", "N", "H", "H", "H", "H", "H", "H", "H", "H", "H", "H", "H", "H", "H", "H"], "coordinates": [[0.77840, 1.42496, -0.63187], [0.85180, 6.58585, -0.40188], [1.17603, 5.35537, 0.28066], [0.67347, 4.21356, -0.11134], [1.05110, 3.16886, 0.41771], [-0.26017, 4.21971, -1.09691], [-0.69794, 2.97236, -1.55555], [1.51724, 7.33026, 0.01474], [-0.17941, 6.87714, -0.20141], [1.03447, 6.49149, -1.47023], [-0.75204, 5.05315, -1.36560], [-0.70054, 2.96290, -2.56782], [-1.62811, 2.77132, -1.20829], [3.41560, -3.42723, -1.08306], [2.19122, -3.14402, -0.33262], [1.34509, -4.28720, -0.05722], [1.88121, -1.93475, 0.14436], [2.73265, -0.96761, 0.04073], [4.03357, -4.15112, -0.54690], [3.97541, -2.50477, -1.20953], [3.17613, -3.83864, -2.06610], [1.92060, -5.07658, 0.43316], [0.92426, -4.69452, -0.98179], [0.53874, -3.97204, 0.59964], [4.04150, 0.97261, 0.59352], [2.99121, 0.25536, -0.20906], [2.43348, 0.90810, -1.25268], [5.02828, 0.79414, 0.15971], [4.05205, 0.60299, 1.61605], [3.86097, 2.04816, 0.58508], [-3.52045, -1.01218, -1.40796], [-2.55048, -2.01670, -0.79407], [-1.98029, -1.59839, 0.48734], [-2.55757, -2.18211, 1.70864], [-3.80306, -1.45833, 2.20282], [-1.03220, -0.65523, 0.53412], [-0.48742, -0.26724, 1.87630], [-0.51674, -0.09208, -0.53397], [-3.94549, -1.42509, -2.32338], [-3.03100, -0.07030, -1.66015], [-4.33960, -0.79422, -0.72262], [-1.73755, -2.24413, -1.48656], [-3.07155, -2.95408, -0.61636], [-1.79821, -2.20255, 2.48336], [-2.79811, -3.21950, 1.48347], [-3.61998, -0.38589, 2.30074], [-4.09795, -1.84428, 3.17991], [-4.64334, -1.60056, 1.52120], [0.07031, -1.10555, 2.29366], [-1.27482, 0.02017, 2.57520], [0.20075, 0.56364, 1.76579], [-0.87153, -0.46522, -1.40297]], "forces_ev_per_a": [[-0.4, -0.1, -0.2], [0.0, -0.1, 0.1], [0.0, 0.2, 0.0], [0.0, -0.1, 0.2], [0.1, 0.0, 0.0], [0.1, -0.1, -0.1], [0.2, -0.1, 0.0], [0.0, 0.0, 0.0], [0.0, 0.0, 0.0], [0.0, 0.0, 0.0], [0.0, 0.1, -0.1], [0.0, 0.0, -0.1], [-0.1, -0.1, 0.0], [-0.2, 0.0, 0.1], [0.5, 0.3, -0.2], [0.0, 0.1, -0.1], [-0.6, -0.7, 0.2], [0.2, 0.6, 0.3], [0.0, 0.0, 0.0], [0.0, 0.0, 0.0], [0.0, 0.0, 0.0], [0.0, 0.0, 0.0], [0.0, 0.0, 0.0], [0.0, 0.0, 0.0], [0.0, 0.2, -0.2], [0.0, -0.6, -0.5], [0.2, 0.1, 0.4], [0.0, 0.1, 0.0], [0.0, 0.0, 0.0], [0.0, 0.0, 0.0], [0.0, 0.0, 0.0], [0.0, 0.0, 0.0], [-0.1, 0.0, 0.0], [0.0, 0.0, -0.1], [0.0, 0.0, -0.1], [0.4, -0.2, 0.0], [-0.2, 0.1, 0.0], [-0.4, 0.5, 0.4], [0.0, 0.0, 0.0], [0.0, 0.0, 0.0], [0.0, 0.0, 0.0], [0.0, -0.1, 0.0], [0.0, -0.1, 0.0], [0.1, 0.0, 0.0], [0.0, -0.1, 0.0], [0.0, 0.0, 0.0], [0.0, 0.0, -0.1], [0.0, 0.0, 0.0], [0.0, 0.0, -0.1], [0.0, 0.0, -0.1], [0.1, 0.1, 0.0], [0.0, 0.0, 0.0]], "homo_ev": [-9.30, -9.32], "spin_multiplicity": 4, "e_above_lowest_kj_mol": 47.7, "gap_ev": [6.607, 6.590], "largest_force_ev_per_a": 0.9, "charge": 1, "e_tot_ha": -2449.5248}

# 4
{"formula": "C13H29INO3", "method": "wB97M-V/def2-TZVPD", "elements": ["C", "C", "C", "I", "N", "C", "O", "C", "H", "H", "H", "H", "H", "H", "H", "H", "H", "H", "H", "H", "H", "C", "C", "C", "O", "C", "H", "H", "H", "H", "H", "H", "H", "H", "C", "C", "C", "O", "C", "H", "H", "H", "H", "H", "H", "H", "H"], "coordinates": [[-1.73533, -2.13237, 0.75374], [-0.56234, -1.41634, 0.08521], [-0.24456, -0.00172, 0.61381], [-0.69728, 1.47875, -0.90869], [-1.03632, 0.38836, 1.81024], [-0.57056, -0.20019, 3.13328], [0.42844, 0.58611, 3.64672], [1.77937, 0.15818, 3.41590], [-1.58069, -2.37401, 1.79897], [-1.86094, -3.08005, 0.24159], [-2.67138, -1.59959, 0.59793], [0.31956, -2.05094, 0.14897], [-0.79430, -1.33969, -0.96608], [0.80869, 0.11938, 0.80523], [-0.92112, 1.40025, 1.93503], [-2.03620, 0.24158, 1.65548], [-1.42596, -0.14178, 3.80277], [-0.30574, -1.24418, 3.01111], [1.85477, -0.91920, 3.28965], [2.37596, 0.44095, 4.27279], [2.19432, 0.65966, 2.54365], [2.40213, -6.06323, -0.08656], [3.20363, -4.98578, 0.63681], [2.95675, -3.77266, -0.24820], [1.64795, -3.93944, -0.80982], [1.19226, -5.27904, -0.57021], [2.13102, -6.90713, 0.54464], [2.96924, -6.44304, -0.93817], [2.79172, -4.81833, 1.63542], [4.26078, -5.22109, 0.74151], [3.68124, -3.72144, -1.06579], [2.99275, -2.82953, 0.30241], [0.40692, -5.24948, 0.19451], [0.76488, -5.67885, -1.48911], [-2.20791, 6.58858, -1.95362], [-2.48283, 6.30442, -3.42722], [-1.33271, 5.37477, -3.78307], [-1.02176, 4.64231, -2.58803], [-1.68858, 5.24257, -1.47222], [-3.08311, 6.92422, -1.40025], [-1.43060, 7.34895, -1.85620], [-3.43751, 5.78563, -3.53846], [-2.50753, 7.19752, -4.04812], [-0.44448, 5.93786, -4.08408], [-1.58188, 4.67141, -4.57720], [-2.51434, 4.58858, -1.16501], [-0.98643, 5.32906, -0.64126]], "forces_ev_per_a": [[0.1, 0.0, -0.5], [-0.1, -0.1, 0.5], [-0.5, -0.1, -1.4], [0.1, 0.1, 0.3], [0.4, 0.3, 0.4], [-0.1, 0.2, 0.7], [0.1, -0.3, -0.1], [0.2, 0.2, -0.1], [-0.1, 0.1, 0.2], [0.0, -0.2, 0.0], [-0.2, 0.1, 0.2], [0.2, 0.0, 0.0], [0.1, 0.0, -0.3], [0.1, 0.2, 0.4], [-0.1, 0.0, 0.0], [0.1, -0.2, -0.1], [-0.1, 0.1, 0.0], [0.2, -0.1, -0.3], [-0.2, -0.2, 0.0], [-0.1, 0.1, 0.2], [0.0, 0.0, -0.1], [0.1, 0.0, -0.1], [-0.1, 0.0, 0.1], [0.0, -0.1, -0.1], [0.0, 0.0, 0.2], [-0.1, 0.0, 0.0], [0.0, 0.0, 0.0], [0.0, 0.0, 0.0], [0.0, 0.0, 0.0], [0.0, 0.0, 0.0], [0.0, 0.0, 0.0], [0.0, 0.0, 0.0], [0.0, -0.1, 0.0], [0.0, 0.1, 0.0], [0.1, 0.1, 0.0], [-0.1, -0.1, 0.0], [0.1, 0.1, -0.1], [-0.1, -0.1, 0.1], [-0.1, -0.1, 0.0], [0.0, 0.0, 0.0], [0.0, 0.0, 0.0], [0.0, 0.0, 0.0], [0.0, 0.0, 0.0], [0.0, 0.0, 0.0], [0.0, 0.0, 0.0], [0.0, 0.0, 0.0], [0.0, 0.0, 0.0]], "homo_ev": -11.67, "gap_ev": 8.553, "largest_force_ev_per_a": 1.5, "charge": 1, "e_tot_ha": -1090.5964}

# 5
{"formula": "C13H29MnNOP2", "method": "wB97M-V/def2-TZVPD", "elements": ["Mn", "H", "H", "P", "P", "C", "H", "H", "H", "C", "H", "H", "H", "C", "H", "H", "H", "C", "H", "H", "H", "C", "H", "H", "H", "C", "H", "H", "H", "C", "O", "H", "C", "C", "C", "C", "C", "C", "N", "H", "H", "H", "H", "H", "H", "H", "H"], "coordinates": [[-2.67972, 0.27310, -0.70634], [2.25330, 1.07149, -1.29073], [1.92537, 0.39741, -1.44246], [-1.52141, 1.20433, -2.46648], [-1.69912, -1.62597, 0.61240], [-1.59764, -0.92173, 2.28466], [-1.87363, -1.73562, 2.99282], [-0.55727, -0.57031, 2.43423], [-2.29519, -0.06402, 2.35825], [-3.05336, -2.78414, 0.43307], [-3.02004, -3.22884, -0.57153], [-2.96270, -3.56933, 1.20033], [-4.00749, -2.24489, 0.53700], [-0.13477, -2.54173, 0.52290], [0.69417, -1.92596, 0.90498], [-0.18855, -3.45053, 1.14831], [0.11434, -2.86150, -0.49595], [-2.86689, 0.83987, -3.64850], [-2.71846, 1.44770, -4.55053], [-2.82930, -0.23545, -3.87676], [-3.83235, 1.07046, -3.16522], [-1.30332, 3.01703, -2.57105], [-0.30269, 3.29950, -2.21679], [-1.42018, 3.35628, -3.60881], [-2.03581, 3.53034, -1.93739], [-0.01011, 0.64688, -3.36309], [-0.01870, -0.44449, -3.48254], [0.06335, 1.13358, -4.35253], [0.90185, 0.91065, -2.81446], [-2.06259, 1.52911, 0.42007], [-1.38598, 2.35064, 0.95757], [-1.41674, -0.58724, -0.59452], [1.15256, 1.50043, 3.49588], [2.12480, 0.66331, 2.78321], [3.49970, 0.54058, 3.17564], [4.15071, -0.18834, 2.16089], [3.12019, -0.51119, 1.20107], [3.40444, -1.13487, -0.08417], [1.91139, -0.04124, 1.63253], [0.20892, 1.56604, 2.96904], [1.54183, 2.51641, 3.61429], [0.99176, 1.11730, 4.50545], [3.92757, 0.95170, 4.07314], [5.20880, -0.44622, 2.06440], [3.95864, -0.45633, -0.73508], [4.14644, -1.94772, 0.09797], [2.49388, -1.41647, -0.60517]], "forces_ev_per_a": [[-0.8, -1.9, -0.1], [-0.4, -0.7, -0.1], [0.5, 1.0, 0.3], [0.1, -0.1, -0.3], [-1.0, 2.2, -0.3], [-0.3, -0.4, 0.5], [0.3, 0.7, -0.1], [-0.6, -0.3, 0.0], [0.4, -0.7, 0.1], [-0.2, -1.0, 0.6], [0.0, 0.2, 0.3], [-0.2, -0.1, -0.2], [0.5, -0.2, 0.0], [0.3, -0.6, -0.1], [-0.5, 0.0, -0.1], [-0.1, 0.3, -0.2], [-0.2, 0.1, 0.1], [0.1, 0.3, -0.5], [-0.2, -0.2, -0.2], [-0.1, 0.4, 0.0], [0.4, -0.1, -0.3], [0.0, 0.3, 0.0], [-0.2, -0.1, 0.0], [0.1, 0.0, 0.2], [0.1, -0.2, -0.2], [0.1, 0.1, -0.3], [-0.1, 0.3, 0.0], [-0.2, -0.3, 0.3], [-0.6, 0.0, -0.2], [2.5, 3.3, 2.3], [-1.6, -1.5, -0.8], [1.7, -0.4, -0.8], [-0.4, 0.1, 0.0], [0.9, -1.2, -1.2], [1.6, -1.1, -1.4], [-0.6, 1.1, 1.7], [-0.6, 1.3, 1.8], [0.7, -0.8, -0.2], [0.0, 0.3, -0.4], [-0.2, 0.0, -0.1], [0.1, -0.1, 0.0], [-0.1, 0.0, 0.1], [0.1, 0.1, 0.0], [-0.5, 0.1, 0.2], [-0.1, 0.2, 0.0], [-0.8, 0.1, -0.3], [0.2, -0.4, 0.0]], "homo_ev": [-4.20, -5.85], "spin_multiplicity": 6, "e_above_lowest_kj_mol": 0.0, "gap_ev": [4.950, 4.273], "largest_force_ev_per_a": 4.7, "e_tot_ha": -2476.1457}